Molecular formula: C4H6N2O
Method: DFT, the ωB97M-V functional and the def2-TZVPD basis

Results
spin multiplicity	1
strongest force on any atom	1.08	eV/A
orbital gap (spin up / spin down)	7.0283 / 7.9694	eV
electronic energy	-340.5414	hartree
HOMO (spin up / spin down)	-0.2894 / -0.2929	Eh
LUMO (spin up / spin down)	-0.847 / 0.000	eV

```
13
Properties=species:S:1:pos:R:3:nbo_charge:R:1
C -1.09 -0.24 -1.20 -0.5385
C -0.50 -0.59 1.12 0.0034
O 0.68 -1.06 0.80 -0.4303
C 1.34 -0.18 -0.03 0.3056
N 0.84 -0.42 -1.22 -0.5393
C 1.69 1.10 0.52 0.1595
N 2.10 2.12 0.91 -0.2951
H -0.92 -0.01 -2.26 0.1984
H -1.60 -1.19 -1.13 0.2114
H -1.67 0.59 -0.78 0.1946
H -1.11 -1.27 1.72 0.1847
H -0.60 0.49 1.26 0.1721
H 1.17 0.23 -1.93 0.3736
```

Molecular formula: C10H20N3O6Ru
Method: DFT, the ωB97M-V functional and the def2-TZVPD basis

Results
spin multiplicity	5
strongest force on any atom	6.14	eV/A
orbital gap (spin up / spin down)	7.8414 / 7.5448	eV
electronic energy	-1103.2622	hartree
HOMO (spin up / spin down)	-0.3953 / -0.4235	Eh
LUMO (spin up / spin down)	-2.914 / -3.980	eV
total charge	+1

```
40
Properties=species:S:1:pos:R:3:nbo_charge:R:1
Ru -0.65 1.15 -0.30 1.4306
C -0.60 1.03 4.39 -0.4222
N -0.84 -0.06 3.43 -0.3675
C -1.36 -1.31 4.00 -0.4194
C -0.87 0.24 2.15 0.6576
O -0.56 1.38 1.75 -0.5691
C -1.29 -0.94 1.19 -0.1926
O -1.69 -0.61 -0.18 -0.4774
C -0.98 -1.34 -1.23 -0.1883
C 0.48 -0.90 -1.58 0.6455
O 0.93 0.22 -1.26 -0.6223
N 1.22 -1.77 -2.22 -0.3611
C 2.63 -1.46 -2.49 -0.4255
C 0.73 -3.02 -2.83 -0.4179
H -0.01 0.64 5.21 0.2192
H -1.55 1.40 4.77 0.2179
H -0.06 1.84 3.91 0.2594
H -0.86 -1.48 4.95 0.2375
H -1.15 -2.16 3.35 0.2077
H -2.43 -1.24 4.17 0.2187
H -2.16 -1.43 1.63 0.2434
H -0.47 -1.66 1.18 0.2230
H -1.57 -1.22 -2.14 0.2529
H -0.99 -2.40 -0.97 0.2247
H 2.95 -0.64 -1.87 0.2557
H 2.76 -1.20 -3.54 0.2203
H 3.22 -2.34 -2.26 0.2234
H -0.35 -3.09 -2.81 0.2136
H 1.16 -3.87 -2.31 0.2253
H 1.05 -3.04 -3.87 0.2334
N -0.49 2.59 -1.92 -0.7584
C 0.86 3.21 -1.94 -0.3531
C 1.50 3.20 -0.53 0.7655
O 2.25 4.09 -0.24 -0.5955
O 1.16 2.19 0.21 -0.7493
H -0.77 2.17 -2.81 0.3963
H -1.23 3.27 -1.73 0.4186
H 0.82 4.23 -2.31 0.2313
H 1.50 2.63 -2.60 0.2184
O -2.31 1.68 -0.33 -0.5204
```

Molecular formula: C48H121N7O16
Method: DFT, the ωB97M-V functional and the def2-TZVPD basis

Results
spin multiplicity	1
strongest force on any atom	3.09	eV/A
orbital gap	9.1231	eV
electronic energy	-3488.0245	hartree
HOMO	-0.3150	Eh
SMILES	COCCNCCOC.COCCNCCOC.COCCNCCOC.COCCNCCOC.COCCNCCOC.COCCNCCOC.COCCNCCOC.CC(C)O.CC(C)O
LUMO	0.550	eV

```
192
Properties=species:S:1:pos:R:3:mulliken_charge:R:1
C 7.83 3.98 5.92 -0.6637
O 8.14 4.80 7.08 -0.3170
C 9.28 5.61 6.89 -0.5449
C 9.31 6.73 7.96 -0.7598
N 9.55 6.06 9.26 -0.4240
C 9.34 7.02 10.33 -0.6738
C 9.06 6.33 11.72 -0.6016
O 7.84 5.59 11.65 -0.3278
C 7.63 4.74 12.87 -0.7709
H 7.96 4.57 5.01 0.2631
H 8.59 3.20 6.01 0.2947
H 6.83 3.54 5.96 0.2203
H 8.98 6.19 6.01 0.4377
H 10.21 5.05 6.77 0.3537
H 8.36 7.27 7.94 0.3542
H 10.14 7.42 7.78 0.3977
H 8.79 5.40 9.25 0.3247
H 8.47 7.67 10.22 0.3294
H 10.16 7.74 10.28 0.4265
H 9.05 7.04 12.55 0.4437
H 9.84 5.60 11.95 0.3544
H 7.71 5.25 13.83 0.3107
H 8.07 3.75 12.81 0.3025
H 6.56 4.53 12.83 0.2705
C -8.18 5.18 -3.80 -0.7693
O -8.54 4.36 -2.70 -0.2975
C -9.01 3.08 -3.17 -0.6848
C -9.44 2.29 -1.85 -0.6828
N -8.28 1.81 -1.17 -0.3801
C -8.50 1.57 0.24 -0.7926
C -7.26 1.26 1.08 -0.6159
O -6.34 2.33 0.99 -0.2839
C -5.27 2.16 1.90 -0.7205
H -9.05 5.37 -4.43 0.3034
H -7.29 4.81 -4.30 0.3072
H -7.81 6.17 -3.53 0.2648
H -8.42 2.54 -3.92 0.4115
H -9.95 3.27 -3.70 0.4776
H -10.02 1.39 -2.07 0.3636
H -10.03 2.96 -1.23 0.3598
H -7.59 2.54 -1.22 0.3098
H -9.32 0.90 0.51 0.4531
H -8.88 2.53 0.59 0.4029
H -6.73 0.39 0.69 0.3274
H -7.58 0.99 2.09 0.4347
H -4.75 3.12 1.91 0.2331
H -4.62 1.33 1.61 0.2773
H -5.71 2.02 2.89 0.3017
C 5.56 -10.14 -3.41 -0.8002
O 6.04 -11.28 -4.09 -0.3152
C 7.15 -11.89 -3.50 -0.6534
C 7.45 -13.29 -4.13 -0.5921
N 6.47 -14.29 -3.76 -0.3658
C 6.62 -15.50 -4.54 -0.7010
C 5.53 -16.51 -4.06 -0.6187
O 4.21 -15.93 -4.21 -0.2949
C 3.15 -16.85 -3.91 -0.6886
H 5.18 -10.37 -2.41 0.3309
H 4.97 -9.52 -4.08 0.2745
H 6.37 -9.46 -3.16 0.3254
H 6.85 -11.87 -2.45 0.3524
H 8.04 -11.27 -3.57 0.4118
H 8.48 -13.63 -4.00 0.4176
H 7.37 -13.16 -5.20 0.3396
H 5.56 -13.89 -3.93 0.2703
H 7.53 -16.05 -4.36 0.3395
H 6.56 -15.32 -5.61 0.3979
H 5.69 -16.83 -3.03 0.3517
H 5.67 -17.43 -4.63 0.4272
H 3.25 -17.19 -2.88 0.2887
H 3.29 -17.71 -4.56 0.2828
H 2.27 -16.25 -4.13 0.2195
C 10.51 4.46 -0.71 -0.7068
O 9.39 4.15 -1.52 -0.3313
C 9.20 5.01 -2.71 -0.5063
C 7.85 4.84 -3.35 -0.8778
N 6.72 5.13 -2.45 -0.3347
C 6.70 6.56 -2.19 -0.3799
C 5.55 6.99 -1.24 -0.7840
O 5.67 6.20 -0.06 -0.2673
C 4.66 6.45 0.89 -0.7355
H 11.46 4.32 -1.21 0.2883
H 10.50 3.84 0.18 0.2374
H 10.45 5.53 -0.48 0.3066
H 9.99 4.70 -3.39 0.4963
H 9.37 6.07 -2.57 0.3527
H 7.70 3.81 -3.65 0.3532
H 7.81 5.32 -4.33 0.3977
H 7.01 4.71 -1.58 0.3049
H 6.42 7.08 -3.11 0.3138
H 7.55 6.96 -1.64 0.2356
H 4.64 6.64 -1.72 0.3872
H 5.52 8.07 -1.11 0.4377
H 4.85 7.49 1.18 0.2938
H 4.73 5.86 1.80 0.2180
H 3.71 6.25 0.39 0.3009
C -0.77 15.20 -9.07 -0.6555
O -1.41 14.11 -9.72 -0.3405
C -2.78 13.67 -9.32 -0.7506
C -2.93 12.94 -7.97 -0.2357
N -2.39 11.58 -8.12 -0.3866
C -2.12 10.92 -6.79 -0.6585
C -1.42 9.55 -6.93 -0.6169
O -0.14 9.82 -7.56 -0.2968
C 0.74 8.71 -7.69 -0.7292
H 0.09 15.53 -9.64 0.2429
H -0.50 14.86 -8.07 0.2456
H -1.42 16.08 -8.98 0.2971
H -3.07 13.05 -10.17 0.3042
H -3.40 14.57 -9.34 0.4298
H -3.97 12.91 -7.66 0.2649
H -2.41 13.45 -7.16 0.2926
H -1.62 11.42 -8.76 0.2869
H -3.00 10.78 -6.17 0.3746
H -1.48 11.53 -6.15 0.3666
H -2.07 9.02 -7.62 0.3124
H -1.31 9.08 -5.95 0.4520
H 1.74 9.04 -7.95 0.2246
H 0.44 8.07 -8.52 0.2868
H 0.77 8.17 -6.75 0.2893
C -7.38 -11.63 -2.46 -0.7278
O -6.66 -10.59 -3.23 -0.3756
C -5.24 -10.87 -3.26 -0.6118
C -4.60 -11.13 -1.85 -0.7282
N -4.61 -9.83 -1.07 -0.1860
C -3.50 -9.00 -1.43 -0.7144
C -3.47 -7.85 -0.41 -0.6099
O -2.48 -8.04 0.56 -0.4257
C -2.62 -9.26 1.26 -0.6660
H -8.44 -11.55 -2.67 0.2573
H -7.35 -11.44 -1.39 0.2759
H -7.06 -12.62 -2.78 0.3258
H -4.74 -10.06 -3.80 0.3807
H -5.08 -11.74 -3.89 0.4006
H -3.60 -11.46 -2.11 0.3286
H -5.10 -11.93 -1.30 0.4049
H -5.45 -9.32 -1.31 0.2408
H -3.61 -8.69 -2.47 0.4331
H -2.60 -9.63 -1.42 0.4691
H -4.45 -7.76 0.06 0.3868
H -3.30 -6.91 -0.93 0.3493
H -2.31 -10.16 0.73 0.2036
H -3.69 -9.43 1.41 0.3325
H -2.07 -9.23 2.20 0.2566
C -8.98 -0.14 8.74 -0.7729
O -7.60 0.21 8.77 -0.2887
C -7.07 0.27 10.07 -0.6743
C -5.70 0.97 10.13 -0.6470
N -4.69 -0.04 9.88 -0.3618
C -3.35 0.53 10.03 -0.7333
C -2.22 -0.40 9.53 -0.4803
O -2.46 -0.78 8.15 -0.2946
C -1.36 -1.49 7.63 -0.7550
H -9.26 -1.03 9.31 0.3019
H -9.37 -0.41 7.76 0.2665
H -9.56 0.69 9.14 0.3091
H -7.09 -0.74 10.49 0.3489
H -7.77 0.80 10.72 0.4507
H -5.53 1.38 11.12 0.4286
H -5.62 1.75 9.38 0.3779
H -4.79 -0.30 8.91 0.2455
H -3.16 0.74 11.09 0.3300
H -3.32 1.47 9.49 0.3935
H -2.25 -1.26 10.21 0.3446
H -1.31 0.20 9.58 0.3711
H -1.70 -2.03 6.74 0.2489
H -0.99 -2.25 8.31 0.3105
H -0.56 -0.83 7.30 0.2800
C 0.20 0.62 -1.74 -1.2404
C 1.71 0.70 -1.52 0.4556
C 2.31 -0.48 -0.78 -1.2634
O 2.39 0.76 -2.74 -0.5499
H -0.11 1.48 -2.34 0.2900
H -0.27 0.68 -0.76 0.3427
H -0.12 -0.35 -2.10 0.3295
H 2.00 1.63 -1.03 0.3123
H 2.10 -1.46 -1.21 0.3362
H 1.92 -0.49 0.23 0.3435
H 3.40 -0.48 -0.79 0.3032
H 3.00 1.48 -2.56 0.3400
C -9.21 -4.24 -4.76 -1.1196
C -7.75 -4.30 -4.21 0.3405
C -6.86 -3.26 -4.89 -1.2741
O -7.72 -4.00 -2.83 -0.5293
H -9.37 -4.70 -5.74 0.3436
H -9.58 -3.22 -4.80 0.2714
H -9.92 -4.70 -4.07 0.3331
H -7.19 -5.19 -4.49 0.2757
H -7.33 -2.27 -4.88 0.3029
H -6.54 -3.46 -5.91 0.3785
H -5.91 -3.16 -4.37 0.3461
H -7.90 -3.07 -2.72 0.3307
```

Short version: energy above the lowest of the compared OMol25 structures with the same formula, charge and spin = 159.1, 31.6, 127.0 kcal/mol, in the order given.